No. 1
C14H23N5NiO4PS2Te | ωB97M-V/def2-TZVPD

Structure (XYZ):
```
51
Properties=species:S:1:pos:R:3:mulliken_charge:R:1
Ni -0.842 0.360 1.378 -0.312
N -4.449 1.359 3.313 -0.490
C -3.258 0.848 2.842 0.523
S -2.049 1.958 2.284 -0.507
N -3.099 -0.439 2.890 -1.063
N -1.815 -0.798 2.471 1.099
C -1.466 -1.982 2.817 -0.439
C -0.196 -2.622 2.568 0.279
C -0.011 -3.930 3.038 -0.572
C 1.198 -4.582 2.939 -0.747
C 2.281 -3.888 2.378 -0.261
C 2.133 -2.609 1.899 -0.559
C 0.878 -1.934 1.934 0.532
O 0.767 -0.767 1.417 -0.605
H -4.721 2.225 2.877 0.262
H -5.186 0.675 3.382 0.250
H -2.213 -2.538 3.379 0.320
H -0.856 -4.427 3.506 0.329
H 1.317 -5.590 3.311 0.402
H 3.253 -4.367 2.320 0.372
H 2.967 -2.067 1.470 0.413
C 0.724 -3.815 -1.212 -1.049
N -0.476 -3.032 -1.027 -0.030
C -0.560 -1.697 -1.208 0.223
N 0.542 -1.096 -1.703 -0.088
S -1.979 -0.861 -0.873 -0.371
H 0.483 -4.861 -1.038 0.323
H 1.519 -3.535 -0.513 0.320
H 1.089 -3.714 -2.237 0.331
H -1.241 -3.420 -0.502 0.265
H 1.435 -1.513 -1.496 0.230
H 0.529 -0.084 -1.677 -0.015
C -0.187 1.219 -4.101 -1.208
C 0.585 2.300 -3.377 -0.359
O 0.776 1.921 -2.011 -0.447
P 0.029 2.617 -0.743 0.088
O 0.143 1.540 0.295 0.137
Te -2.040 3.559 -1.359 -0.241
O 1.092 3.726 -0.253 -0.240
C 1.136 5.077 -0.705 -0.157
C 2.245 5.262 -1.723 -0.928
H -0.385 1.526 -5.131 0.392
H -1.138 1.048 -3.593 0.236
H 0.370 0.281 -4.110 0.311
H 0.043 3.246 -3.432 0.458
H 1.581 2.436 -3.807 0.330
H 1.319 5.688 0.180 0.279
H 0.168 5.362 -1.120 0.209
H 3.205 4.955 -1.306 0.250
H 2.308 6.313 -2.017 0.379
H 2.052 4.667 -2.616 0.146
```

Summary:
lowest unoccupied orbital energy = 2.654 eV
charge = -1
calculated total energy = -4036.316394 a.u.
energy relative to the best compared isomer or geometry (same formula, charge and spin) = 2.2 kcal per mole

No. 2
C3H12N2O | ωB97M-V/def2-TZVPD

Structure (XYZ):
```
18
Properties=species:S:1:pos:R:3:mulliken_charge:R:1
N 1.268 -2.511 -0.204 -0.073
C 1.464 -1.188 0.336 -0.471
C 0.275 -0.316 -0.035 -0.550
C -0.246 -0.432 -1.436 -0.550
N -1.012 -1.672 -1.541 -0.543
H 0.300 -2.817 -0.349 0.309
H 1.991 -3.217 -0.047 0.305
H 1.711 -1.254 1.403 0.358
H 2.359 -0.853 -0.227 0.328
H 0.479 0.672 0.386 0.373
H -0.530 -0.585 0.669 0.346
H -0.769 0.475 -1.760 0.366
H 0.558 -0.428 -2.184 0.353
H -1.241 -1.873 -2.512 0.230
H -1.817 -1.645 -0.940 0.219
H -1.737 6.622 2.968 0.328
H -1.140 5.347 2.524 0.301
O -1.914 5.674 2.950 -0.629
```

Summary:
lowest unoccupied orbital energy (alpha / beta) = -3.138 / -7.989 eV
spin multiplicity = 2
charge = +1
calculated total energy = -305.919182 a.u.
energy relative to the best compared isomer or geometry (same formula, charge and spin) = 8.5 kcal per mole

No. 3
C6H9N | ωB97M-V/def2-TZVPD

Structure (XYZ):
```
16
Properties=species:S:1:pos:R:3:mulliken_charge:R:1
C 1.785 0.776 0.975 -0.560
C 2.156 -0.497 0.583 0.157
C 1.718 -1.513 0.025 -0.360
C 0.420 -1.652 -0.470 -0.387
C -0.741 -0.054 0.081 -0.450
C -1.380 1.192 -0.489 -0.234
N -1.579 -0.079 -1.139 -0.538
H 2.143 1.632 0.401 0.271
H 1.645 0.987 2.037 0.264
H 0.515 0.441 0.425 0.117
H -0.251 -2.369 0.005 0.311
H 0.253 -1.556 -1.541 0.353
H -1.224 -0.399 0.997 0.306
H -0.758 1.897 -1.039 0.260
H -2.204 1.646 0.065 0.243
H -2.498 -0.452 -0.916 0.246
```

Summary:
lowest unoccupied orbital energy = 0.974 eV
calculated total energy = -288.504586 a.u.
energy relative to the best compared isomer or geometry (same formula, charge and spin) = 174.1 kcal per mole

No. 4
C3H17O5 | ωB97M-V/def2-TZVPD

Structure (XYZ):
```
25
Properties=species:S:1:pos:R:3:mulliken_charge:R:1
O 0.985 1.542 -0.446 -0.194
H 0.641 0.827 -0.987 0.363
H 0.529 1.468 0.395 0.368
H 0.792 2.385 -0.863 0.466
O -0.704 1.825 1.679 -0.619
H -0.686 1.955 2.627 0.309
H -1.632 1.874 1.448 0.301
O 0.422 3.782 -1.895 -0.692
H 0.847 3.550 -2.721 0.348
H -0.378 4.237 -2.156 0.328
O -2.015 1.334 -1.086 -0.566
H -2.826 0.933 -1.399 0.291
H -2.175 2.276 -1.143 0.310
C 0.870 -1.624 1.712 -1.290
C 1.051 -2.384 0.392 0.635
C -0.287 -3.137 -0.036 -1.306
O 1.223 -1.388 -0.582 -0.169
H 0.688 -2.316 2.535 0.454
H 0.002 -0.982 1.861 0.346
H 1.839 -1.159 1.892 0.382
H 1.819 -3.152 0.479 0.249
H -1.126 -2.443 -0.081 0.421
H -0.568 -3.869 0.721 0.372
H -0.246 -3.736 -0.945 0.474
H 0.936 -1.800 -1.400 0.417
```

Summary:
lowest unoccupied orbital energy (alpha / beta) = -6.742 / -13.445 eV
spin multiplicity = 2
charge = +2
calculated total energy = -499.938390 a.u.

No. 5
C4H4Br2O | ωB97M-V/def2-TZVPD

Structure (XYZ):
```
11
Properties=species:S:1:pos:R:3:mulliken_charge:R:1
C -0.742 0.439 1.256 -0.458
C -0.385 0.417 -0.006 0.185
C -1.828 0.423 0.165 0.267
C 1.865 -0.545 -0.633 -0.594
O 0.734 0.274 -1.143 -0.316
Br -2.695 -1.290 -0.017 -0.128
Br -2.974 1.868 -0.055 -0.065
H -0.446 0.636 2.299 0.326
H 2.408 -0.537 -1.553 0.255
H 1.491 -1.650 -0.395 0.258
H 2.571 -0.036 0.081 0.270
```

Summary:
lowest unoccupied orbital energy = 0.671 eV
calculated total energy = -5377.919603 a.u.
energy relative to the best compared isomer or geometry (same formula, charge and spin) = 73.9 kcal per mole